No. 1
Here is an isolated molecule of C2H3Cl2F in a non-equilibrium geometry from the Open Molecules 2025 dataset. Energies are from ωB97M-V with the def2-TZVPD basis set.

Each atom is followed by the atoms it is bonded to, with distances in Å.
Element x y z (Å)
1 Cl -0.945 -1.855 -0.554  C4 1.824
2 Cl 1.858 -0.738 -0.672  C4 1.724
3 F -0.887 1.022 -1.134  C5 1.386
4 C 0.292 -0.655 0.046  Cl1 1.824, Cl2 1.724, C5 1.532, H6 1.082
5 C -0.254 0.776 0.075  F3 1.386, C4 1.532, H7 1.118, H8 1.158
6 H 0.322 -0.874 1.106  C4 1.082
7 H 0.667 1.388 0.236  C5 1.118
8 H -1.054 0.935 0.897  C5 1.158

Orbital gap, eV: 11.796
Energy, eV: -29884.5043
HOMO, eV: -11.1
Charge: 0


No. 2
Here is a cluster of 2 separate species, C10H16 in total in a non-equilibrium geometry from the Open Molecules 2025 dataset. Energies are from ωB97M-V with the def2-TZVPD basis set.

Each atom is followed by the atoms it is bonded to, with distances in Å.
Element x y z (Å)
1 C 0.518 3.539 1.324  C7 1.501, H15 1.097, H16 1.092, H24 1.089
2 C -1.312 -2.539 -2.916  C9 1.532, H17 1.088, H19 1.098, H22 1.085
3 C -0.743 1.371 1.170  C4 1.388, C7 1.391, H21 1.081
4 C -0.902 0.022 1.455  C3 1.388, C6 1.394, H13 1.080
5 C 1.610 1.262 1.533  C7 1.397, C10 1.388, H25 1.088
6 C 0.212 -0.673 1.925  C4 1.394, C10 1.384, H26 1.081
7 C 0.462 2.039 1.360  C1 1.501, C3 1.391, C5 1.397
8 C 0.453 -1.254 -1.505  C9 1.521, H11 1.100, H12 1.102, H14 1.086
9 C -0.976 -1.756 -1.642  C2 1.532, C8 1.521, H20 1.092, H23 1.102
10 C 1.460 -0.077 1.866  C5 1.388, C6 1.384, H18 1.081
11 H 0.875 -0.771 -2.399  C8 1.100
12 H 0.577 -0.272 -1.020  C8 1.102
13 H -1.779 -0.588 1.298  C4 1.080
14 H 1.155 -1.942 -1.041  C8 1.086
15 H 0.472 3.898 0.288  C1 1.097
16 H 1.495 3.860 1.691  C1 1.092
17 H -1.553 -3.579 -2.707  C2 1.088
18 H 2.334 -0.665 2.106  C10 1.081
19 H -0.406 -2.569 -3.536  C2 1.098
20 H -1.686 -0.961 -1.401  C9 1.092
21 H -1.603 1.936 0.840  C3 1.081
22 H -2.029 -1.988 -3.516  C2 1.085
23 H -1.072 -2.376 -0.737  C9 1.102
24 H -0.268 4.086 1.843  C1 1.089
25 H 2.610 1.662 1.387  C5 1.088
26 H 0.098 -1.666 2.335  C6 1.081

Orbital gap, eV: 9.906
Energy, eV: -10628.6703
HOMO, eV: -8.9
Charge: 0